(1)
Formula: C14H26Cl10O3
Source: the Open Molecules 2025 dataset
Level of theory: ωB97M-V/def2-TZVPD

Properties
HOMO	-10.2	eV
gap between HOMO and LUMO	0.376	hartree
ΔE to the lowest compared entry with this formula, charge and spin	48.76	kcal per mole
SMILES	C[C@H]1COC(=O)O1.ClCCCl.ClCCCl.ClCCCl.ClCCCl.ClCCCl
largest force on an atom	0.0651	hartree/bohr
electronic energy	-146305.974	eV

```
! wB97M-V def2-TZVPD RIJCOSX def2/J DEFGRID3
* xyz 0 1
C 5.7221 20.8001 -1.8803
C 5.4293 19.5945 -2.8697
C 5.2436 19.8866 -4.3068
O 6.1391 18.9265 -4.9615
C 6.8476 18.2845 -4.0528
O 7.6917 17.4744 -4.3098
O 6.4891 18.6775 -2.8400
H 5.7995 20.3710 -0.8813
H 5.0438 21.6533 -1.8833
H 6.6737 21.2108 -2.2177
H 4.4943 19.1215 -2.5692
H 5.5125 20.9363 -4.4250
H 4.1925 19.8167 -4.5868
Cl 3.9276 24.2987 1.8654
C 3.4691 23.9745 0.1408
C 3.7977 25.1501 -0.7549
Cl 2.7925 26.6259 -0.2616
H 2.4114 23.7113 0.1424
H 3.9702 23.0832 -0.2369
H 3.6577 25.0293 -1.8291
H 4.8007 25.5527 -0.6140
Cl 8.3180 15.8242 -8.4477
C 6.9382 15.8631 -7.2153
C 6.6245 14.5341 -6.4293
Cl 6.1296 13.2648 -7.5812
H 5.9852 16.2487 -7.5775
H 7.3075 16.5828 -6.4848
H 5.8867 14.5926 -5.6290
H 7.6250 14.4384 -6.0075
Cl 2.1442 17.6982 -3.2220
C 1.2368 18.9771 -4.1415
C 0.7263 20.1634 -3.3135
Cl 2.0246 21.4122 -2.9988
H 0.4157 18.4023 -4.5697
H 1.8310 19.1874 -5.0307
H 0.3312 19.8385 -2.3510
H -0.0986 20.6488 -3.8349
Cl 10.2944 23.6253 1.0789
C 8.9797 22.9416 2.2000
C 7.7693 22.5594 1.1992
Cl 7.9825 20.9376 0.7588
H 8.6768 23.6813 2.9410
H 9.4546 22.2418 2.8876
H 7.6619 23.2685 0.3784
H 6.8242 22.5003 1.7390
Cl 11.6133 14.5698 -5.3510
C 10.7662 16.0959 -5.4766
C 11.2382 16.8881 -6.7167
Cl 12.9374 17.1689 -6.6671
H 10.8931 16.6945 -4.5745
H 9.7007 15.8678 -5.5041
H 10.6890 17.8295 -6.6970
H 11.0768 16.2808 -7.6073
*
```

natural (NBO) atomic charge list, values in e, 5 entries: -0.63, 0.06, -0.10, -0.48, 0.98

---

(2)
Formula: C14H26Cl2MgNO5S
Source: the Open Molecules 2025 dataset
Level of theory: ωB97M-V/def2-TZVPD

Properties
HOMO	-10.7	eV
gap between HOMO and LUMO	0.186	hartree
largest force on an atom	0.0811	hartree/bohr
electronic energy	-67982.401	eV

```
! wB97M-V def2-TZVPD RIJCOSX def2/J DEFGRID3
* xyz 1 1
C 2.1458 0.6277 -0.5281
N 0.7885 0.0969 -0.8430
C 0.6891 -0.3741 -2.2041
O 0.3661 -1.7496 -2.2813
S -1.2362 -1.9480 -2.4712
O -1.5232 -1.4179 -3.7783
O -1.7337 -0.8480 -1.3289
C -2.8604 -1.3933 -0.6067
C -3.7618 -0.2506 -0.0616
C -3.0028 1.0391 0.1740
C -2.4151 1.1640 1.4517
C -1.7146 2.3135 1.7967
C -1.5818 3.3432 0.8390
C -2.1758 3.2335 -0.4358
C -2.8959 2.0781 -0.7556
H 2.1210 1.1346 0.4366
H 2.4907 1.3605 -1.2978
H 2.8523 -0.1918 -0.5113
H 0.0410 0.7578 -0.6633
H 1.6519 -0.2505 -2.6920
H -0.0168 0.2308 -2.7724
H -2.4867 -1.9418 0.2551
H -3.4130 -2.0757 -1.2459
H -4.1291 -0.5460 0.9162
H -4.6037 -0.0984 -0.7304
H -2.5407 0.3717 2.1735
H -1.3083 2.3800 2.8032
H -1.0330 4.2533 1.0830
H -2.0930 4.0266 -1.1623
H -3.3678 1.9258 -1.7150
Mg 0.4028 2.2952 1.0288
O -1.2509 -1.4153 -7.1751
H -0.6174 -0.6961 -7.2497
H -1.5221 -1.4012 -6.2509
C 5.7537 -0.0512 1.3355
Cl 4.6128 1.2995 1.4624
Cl 5.0358 -1.4621 0.5478
H 6.6076 0.2719 0.7531
H 6.0611 -0.3324 2.3352
C 0.3003 -1.8567 1.7464
C 1.4618 -1.0430 2.3364
C 1.5574 -1.3256 3.8470
O 1.2043 0.3017 2.1447
H -0.6607 -1.5872 2.1946
H 0.2575 -1.6474 0.6780
H 0.4008 -2.9415 1.8604
H 2.3875 -1.4504 1.8862
H 0.6382 -1.0439 4.3615
H 2.3856 -0.7744 4.2921
H 1.7311 -2.3914 4.0214
*
```

natural (NBO) atomic charge list, values in e, 5 entries: -0.45, -0.62, 0.05, -0.67, 1.78

---

(3)
Formula: C14H26N6O5
Source: the Open Molecules 2025 dataset
Level of theory: ωB97M-V/def2-TZVPD

Properties
HOMO	-9.0	eV
gap between HOMO and LUMO	0.348	hartree
ΔE to the lowest compared entry with this formula, charge and spin	89.79	kcal per mole
largest force on an atom	0.1522	hartree/bohr
electronic energy	-34117.201	eV

```
! wB97M-V def2-TZVPD RIJCOSX def2/J DEFGRID3
* xyz 0 1
O 5.1651 -1.0673 -1.2458
O 1.6214 2.2490 0.1820
O 0.3768 -2.2352 0.1613
O -2.9744 0.5530 1.7966
O 1.5365 2.5563 2.2559
C 4.2641 -2.0343 -1.3375
C 2.1153 2.1029 1.2737
C 0.8537 -1.1434 0.0052
C -1.8950 -0.0377 1.5125
C -1.4046 3.3881 1.4016
N -0.3673 3.7810 0.8088
N -0.9621 -0.4400 2.3941
N -2.6673 3.2905 0.8937
N 3.1231 -1.9500 -0.7644
N -0.0107 -0.0539 -0.1387
N -1.2029 2.8908 2.5322
C 4.5500 -3.2948 -2.1037
C -0.7512 -0.2760 3.7659
C 3.2608 1.0837 1.5270
C -2.9006 3.1070 -0.5155
C -2.0527 2.0563 -1.3296
C 2.9781 -0.3583 1.1730
C -2.3751 0.5570 -0.9744
C 2.3814 -0.7478 -0.2082
C -1.5295 -0.2624 0.0254
H -0.4868 4.0145 -0.1351
H 0.4802 3.3826 1.0973
H -0.2364 -0.8911 1.8366
H -3.3385 2.9173 1.5749
H 2.6077 -2.7607 -0.7058
H 0.4567 0.7884 -0.4005
H -0.2545 3.0031 2.8308
H -1.9637 2.3180 2.9938
H 4.9764 -2.9885 -2.9784
H 3.5383 -3.7311 -2.3919
H 5.0782 -3.9397 -1.3788
H -0.4558 0.7063 4.0487
H -1.5778 -0.5959 4.2872
H 0.0747 -0.8238 4.1725
H 3.7288 1.0100 2.5733
H 4.0479 1.5153 0.8293
H -3.9286 2.9676 -0.7882
H -2.5998 4.0700 -0.9653
H -2.4665 2.1827 -2.3956
H -0.9994 2.3664 -1.1552
H 3.9961 -0.7229 1.2990
H 2.2512 -0.9262 1.7776
H -3.3787 0.4453 -0.8760
H -2.1891 0.0340 -1.9130
H 2.3856 0.1827 -0.7838
H -1.7054 -1.3397 -0.1937
*
```

natural (NBO) atomic charge list, values in e, 5 entries: -0.69, -0.79, -0.64, -0.71, -0.80

---

(4)
Formula: C14H26N6O5
Source: the Open Molecules 2025 dataset
Level of theory: ωB97M-V/def2-TZVPD

Properties
HOMO	-8.6	eV
gap between HOMO and LUMO	0.320	hartree
ΔE to the lowest compared entry with this formula, charge and spin	10.97	kcal per mole
largest force on an atom	0.0643	hartree/bohr
electronic energy	-34120.619	eV

```
! wB97M-V def2-TZVPD RIJCOSX def2/J DEFGRID3
* xyz 0 1
O -1.6402 3.5364 -1.1307
O -0.7874 -1.8113 0.2404
O 0.2743 1.8013 -2.4574
O 3.4250 2.1288 0.5224
O -2.2671 -2.4912 1.5999
C -2.3226 3.1480 -2.0781
C -1.9433 -1.7133 0.6779
C -0.2423 0.9898 -1.6902
C 2.3204 1.9277 0.0348
C 0.8625 -3.9410 2.4595
N -0.3801 -3.9718 2.7948
N 1.3928 2.8911 0.0725
N 1.1953 -3.4543 1.2953
N -2.5231 1.8630 -2.3515
N 0.4898 0.3727 -0.7728
N 1.7584 -4.3869 3.2746
C -3.0557 4.1232 -2.9680
C 1.5397 4.2516 0.6170
C -2.9491 -0.8023 0.0287
C 2.5398 -3.1745 0.7830
C 2.4190 -2.0427 -0.2546
C -2.4103 0.6010 -0.2712
C 2.3005 -0.6319 0.4222
C -1.7810 0.7611 -1.6832
C 1.9243 0.5554 -0.5166
H -1.0791 -3.4634 2.2272
H -0.6834 -4.1833 3.7056
H 0.5671 2.6906 -0.4707
H 0.4093 -3.0355 0.7775
H -3.1776 1.6437 -3.0853
H 0.0312 -0.3484 -0.2398
H 1.5422 -4.9231 4.0809
H 2.7128 -4.3413 2.9764
H -3.8525 3.7012 -3.5437
H -3.4333 4.9619 -2.3421
H -2.2980 4.5300 -3.6148
H 2.2525 4.7627 -0.0309
H 1.9639 4.1757 1.6338
H 0.5971 4.8400 0.7053
H -3.8026 -0.6578 0.7012
H -3.3045 -1.2908 -0.8751
H 3.2003 -2.8369 1.5584
H 2.9144 -4.0673 0.2710
H 3.3200 -2.0043 -0.8740
H 1.5465 -2.2157 -0.9102
H -3.2229 1.3176 -0.1655
H -1.7346 0.9528 0.4739
H 1.5868 -0.7191 1.2302
H 3.2564 -0.3841 0.8675
H -1.8970 -0.1554 -2.2188
H 2.4454 0.5204 -1.4868
*
```

natural (NBO) atomic charge list, values in e, 5 entries: -0.66, -0.81, -0.66, -0.66, -0.75